Below is C4H4O2 in the gas phase, with properties calculated with the ωB97M-V functional and the def2-TZVPD basis.

**DFT total energy**: -8301.7538 eV
**HOMO-LUMO gap**: 9.87 eV
**ΔE to the lowest compared entry with this formula, charge and spin**: 513.6 kJ/mol

XYZ file:
```
10
C4H4O2 | OMol25 | the ωB97M-V functional and the def2-TZVPD basis
O -2.043 -2.084 0.767
O 0.303 1.914 0.176
C 0.083 -0.458 -0.311
C -1.159 -1.471 0.228
C 0.979 0.712 -0.060
C -0.476 -1.385 -1.051
H 1.633 0.540 0.799
H -0.262 2.106 -0.585
H -0.668 -0.608 1.002
H 1.612 0.735 -0.964
```

Below is 3 unconnected molecules or ions with the total composition C5H8O2, with properties calculated with the ωB97M-V functional and the def2-TZVPD basis.

**DFT total energy**: -9405.0468 eV
**HOMO-LUMO gap**: 9.85 eV
**ΔE to the lowest compared entry with this formula, charge and spin**: 461.7 kJ/mol

XYZ file:
```
15
C5H8O2 | OMol25 | the ωB97M-V functional and the def2-TZVPD basis
O -1.198 -1.319 -0.695
O -0.816 1.834 -0.202
C -1.103 1.354 -1.272
C 1.604 -0.683 -0.207
C 1.469 -0.294 1.234
C -1.684 -1.075 0.384
C 1.808 0.565 0.058
H -1.663 -1.800 1.216
H -2.170 -0.105 0.591
H 1.532 -1.494 -0.914
H 2.250 -0.572 1.948
H -0.355 0.895 -1.940
H 2.024 1.571 -0.263
H 0.476 -0.211 1.700
H -2.151 1.340 -1.631
```

Below is a molecular structure, C36H45Cl3KN12O3S2Se in a non-equilibrium geometry, with properties calculated with the ωB97M-V functional and the def2-TZVPD basis.

**DFT total energy**: -203001.5519 eV
**HOMO-LUMO gap**: 7.39 eV
**ΔE to the lowest compared entry with this formula, charge and spin**: 0.0 kJ/mol
**Net charge**: -1

XYZ file:
```
103
C36H45Cl3KN12O3S2Se | OMol25 | the ωB97M-V functional and the def2-TZVPD basis
Se -4.415 -3.356 0.921
K -0.270 0.124 0.721
Cl 4.413 3.603 0.276
Cl 5.089 3.896 5.666
Cl 1.519 0.283 3.652
S 4.044 1.259 -7.149
S -0.962 -3.264 -0.355
O 0.084 -2.223 -0.092
O 4.285 -1.562 -2.196
O 2.520 1.331 1.005
N -2.876 -2.727 3.612
N 3.797 -0.900 -5.656
N -0.959 -1.745 4.110
N -2.900 2.059 1.152
N -2.390 3.797 2.516
N 4.406 1.081 -4.575
N -3.216 0.750 3.959
N 4.193 0.395 -0.957
N -0.396 1.838 -1.626
N 2.325 -1.060 -1.119
N -3.054 -0.711 1.076
N 0.075 5.756 -3.096
C -2.907 -0.427 4.826
C -2.264 -1.646 4.186
C -0.679 -2.954 3.492
C -4.037 3.321 -0.762
C -1.855 -3.613 3.194
C 4.423 3.042 4.219
C 3.426 2.120 4.417
C 2.867 1.481 3.307
C -2.982 4.265 1.338
C -1.826 -2.616 -1.860
C -3.938 5.699 -0.257
C 0.580 -3.649 3.406
C 4.778 3.455 2.969
C 1.671 -6.312 -1.768
C -0.208 -4.846 -0.981
C -3.259 5.532 0.921
C -1.285 2.445 -2.367
C -1.176 3.708 -2.871
C -0.950 -1.618 -2.615
C 3.671 -0.781 -1.449
C -1.812 -0.863 -3.570
C 4.041 0.422 -5.721
C -0.718 -5.583 2.650
C 0.920 3.851 -1.792
C -0.043 4.486 -2.577
C 0.509 -4.950 2.916
C -3.540 -1.764 0.957
C 0.710 2.531 -1.359
C 3.184 1.852 1.946
C -1.863 -4.871 2.696
C 4.155 2.869 1.884
C -2.027 1.529 3.525
C -2.442 2.496 2.392
C -3.321 3.158 0.481
C 1.264 -4.920 -1.438
C -4.256 4.634 -1.121
H 2.708 -6.285 -2.210
H -0.363 -5.660 -0.214
H -2.115 4.135 -3.325
H 1.346 -4.210 -2.273
H -2.204 -0.065 5.581
H -1.285 -0.031 -4.045
H -2.154 -3.457 -2.449
H -2.098 -1.593 -4.407
H 2.025 -0.763 -0.236
H -0.787 -6.525 2.214
H -4.248 6.680 -0.504
H 2.026 -1.997 -1.391
H -0.801 6.148 -3.347
H 4.257 2.152 -4.644
H 3.154 1.907 5.453
H 4.037 -1.392 -4.780
H 1.444 -5.493 3.051
H 4.373 0.557 -3.712
H -3.105 6.358 1.577
H -2.760 -5.303 2.285
H -2.742 -2.230 -1.425
H 1.847 4.385 -1.515
H 1.473 2.132 -0.689
H 3.627 -1.425 -6.487
H -1.258 0.924 3.130
H 5.174 0.461 -1.059
H -2.788 -0.501 -3.260
H 1.592 -6.873 -0.841
H 1.441 -3.147 3.705
H 5.533 4.268 2.805
H 0.998 -6.852 -2.495
H 3.732 0.794 -0.155
H -0.918 -5.125 -1.844
H -4.277 2.484 -1.477
H 1.903 -4.539 -0.632
H 0.800 6.393 -2.794
H -3.589 0.296 3.140
H -3.876 -0.815 5.229
H -4.726 4.823 -2.074
H -1.601 2.113 4.356
H -3.208 1.060 0.938
H -0.190 -2.074 -3.256
H -2.256 1.990 -2.467
H -3.850 -2.870 3.414
H -0.412 -0.942 -1.927
```

Below is a molecular structure, C23H44Cl3N4O3SSiSn in a non-equilibrium geometry, with properties calculated with the ωB97M-V functional and the def2-TZVPD basis.

**DFT total energy**: -98783.2137 eV
**HOMO-LUMO gap (alpha / beta)**: 2.65 / 2.65 eV
**ΔE to the lowest compared entry with this formula, charge and spin**: 0.0 kJ/mol
**Net charge**: -1

XYZ file:
```
80
C23H44Cl3N4O3SSiSn | OMol25 | the ωB97M-V functional and the def2-TZVPD basis
Sn -0.078 -0.474 0.761
Cl 0.804 -4.965 -1.842
Cl 2.192 -0.306 1.477
Cl -0.261 -2.715 0.010
S -1.363 -1.108 2.851
Si 0.463 -6.022 -0.054
O -2.206 -0.275 0.074
O 0.206 0.261 -1.152
O -0.405 1.672 1.409
N 0.150 3.836 1.743
N -0.278 -1.514 5.243
N 0.095 0.597 4.306
N -2.798 0.182 -2.089
C -0.627 -1.165 6.629
C 2.162 4.579 -1.720
C -0.153 3.015 -1.796
C 0.631 1.076 -4.284
C 1.229 0.899 -1.869
C 1.585 -5.386 1.293
C 0.927 -7.786 -0.537
C 0.479 2.596 1.420
C -1.247 4.224 1.970
C 1.099 2.413 -1.759
C 0.905 5.189 -1.803
C 1.142 0.336 -3.282
C -1.383 -6.042 0.357
C -0.253 4.406 -1.808
C -0.426 -0.629 4.225
C -3.168 1.179 -3.086
C -2.494 -1.169 -2.570
C 1.567 -1.096 -3.402
C -2.543 0.545 -0.831
C 1.135 4.910 1.677
C 0.303 0.602 -5.662
C 2.259 3.186 -1.663
C 1.170 1.011 5.203
H 1.272 -1.519 -4.370
H -3.217 -1.391 -3.363
H -1.533 -6.393 1.390
H 1.451 -4.315 1.461
H -0.601 -2.450 4.986
H 2.632 -5.560 1.017
H 2.662 -1.212 -3.307
H -0.050 1.159 3.462
H 0.449 2.143 -4.122
H -0.241 -0.173 6.875
H -1.904 -6.743 -0.318
H 0.890 5.593 0.856
H -2.649 1.620 -0.604
H 0.980 1.047 -6.405
H 1.536 2.378 1.203
H 1.651 0.153 5.686
H -1.716 -1.210 6.767
H -3.621 2.039 -2.577
H -1.658 4.714 1.075
H -1.844 -5.049 0.261
H 0.960 -8.442 0.340
H 1.135 5.475 2.616
H 1.914 -7.798 -1.017
H 0.194 -8.194 -1.245
H -3.881 0.729 -3.782
H -0.166 -1.917 7.278
H 2.208 0.601 -1.468
H 3.075 5.182 -1.691
H -2.566 -1.882 -1.742
H 2.122 4.470 1.502
H 0.776 1.692 5.966
H 1.112 -1.687 -2.593
H -2.293 1.521 -3.658
H -1.243 4.864 -1.832
H -1.476 -1.193 -2.992
H 0.825 6.278 -1.865
H -1.040 2.372 -1.821
H 3.216 2.661 -1.565
H -0.715 0.910 -5.949
H -1.274 4.950 2.790
H -1.851 3.347 2.229
H 1.915 1.556 4.612
H 1.394 -5.909 2.237
H 0.354 -0.486 -5.761
```

Below is C6H8INO2 in the gas phase in a non-equilibrium geometry, with properties calculated with the ωB97M-V functional and the def2-TZVPD basis.

**DFT total energy**: -20035.7557 eV
**HOMO-LUMO gap**: 9.78 eV
**ΔE to the lowest compared entry with this formula, charge and spin**: 2.9 kJ/mol

XYZ file:
```
18
C6H8INO2 | OMol25 | the ωB97M-V functional and the def2-TZVPD basis
I 2.941 0.413 0.082
O -0.355 1.929 -1.513
O 1.686 -2.858 -0.247
N -0.367 -1.901 -0.647
C 0.139 0.083 1.745
C 0.877 -1.947 -0.128
C -0.316 1.765 -0.081
C -1.123 -0.625 -0.481
C -0.186 0.331 0.294
C 1.080 -0.369 0.656
H -0.589 -2.488 -1.503
H -1.318 1.985 0.185
H 0.386 2.453 0.335
H 0.572 1.958 -1.829
H -2.189 -0.771 -0.133
H -1.295 -0.259 -1.427
H -0.371 -0.611 2.311
H 0.426 0.912 2.379
```

Below is a molecular structure, C4H30O12V in a non-equilibrium geometry, with properties calculated with the ωB97M-V functional and the def2-TZVPD basis.

**DFT total energy**: -54891.5741 eV
**HOMO-LUMO gap (alpha / beta)**: 6.58 / 7.31 eV
**Spin multiplicity**: 4
**ΔE to the lowest compared entry with this formula, charge and spin**: 0.0 kJ/mol

XYZ file:
```
47
C4H30O12V | OMol25 | the ωB97M-V functional and the def2-TZVPD basis
V 0.633 -2.291 -0.130
O -0.950 2.419 2.564
O -0.779 -2.781 -1.819
O 2.221 0.938 1.574
O 2.245 -2.318 -1.486
O -1.332 -2.658 1.121
O 3.263 2.908 -0.419
O -1.146 -0.229 2.514
O 0.998 4.131 1.971
O 0.221 -0.251 0.264
O -3.580 2.005 1.560
O -4.094 -1.074 -0.837
O 1.597 -2.434 1.785
C -0.664 0.421 -0.539
C -0.185 1.879 -0.605
C 2.142 -1.432 -2.569
C 2.036 -2.419 -3.777
H -0.451 -0.705 2.966
H -1.090 2.744 3.426
H -1.668 0.252 -0.138
H 1.451 0.839 0.998
H 0.916 2.055 -0.700
H 3.505 2.632 0.485
H -0.584 2.308 -1.511
H -0.798 1.470 2.714
H -1.985 -3.297 0.859
H 0.470 3.327 2.132
H -3.341 1.530 0.769
H 0.285 4.752 2.077
H -1.984 -1.943 1.132
H 1.966 -1.913 -4.698
H -4.570 -1.823 -1.154
H 2.464 3.330 -0.375
H -0.702 2.483 0.112
H 1.352 -0.690 -2.459
H 1.202 -3.057 -3.685
H 2.929 -0.696 -2.708
H -0.680 -2.274 -2.636
H 1.852 1.359 2.383
H -2.752 2.271 1.913
H 2.928 -2.965 -3.973
H 1.120 -2.742 2.485
H 1.833 -1.538 2.072
H -0.776 -0.054 -1.551
H -3.763 -0.571 -1.569
H -0.928 -0.159 1.560
H -0.828 -3.741 -2.097
```